1.
Below is 2 unconnected molecules or ions with the total composition C2H3BrS in a non-equilibrium geometry, with properties calculated with wB97M-V/def2-TZVPD.

The geometry in XYZ format:
```
7
Properties=species:S:1:pos:R:3:forces:R:3:nbo_charge:R:1
H 0.402228 -0.554474 0.678358 -0.360 0.027 0.056 0.200
H -0.243945 1.157453 0.241540 0.154 -2.344 -0.909 0.214
Br -3.328507 0.702464 0.337948 0.045 -0.397 0.028 0.096
H 0.148671 -0.213325 -1.001535 0.850 -0.425 -3.339 0.182
C -2.198413 -0.738422 -0.173456 3.481 2.071 0.060 -0.362
C -0.126572 0.035090 -0.068416 -4.001 1.363 4.010 -0.494
S -2.558865 -2.092584 -0.871413 -0.169 -0.295 0.094 0.164
```
Forces are in eV/Å.

The largest force on an atom is 5.83 eV/A. The lowest unoccupied orbital energy is -0.4148 eV. For the gap between HOMO and LUMO, the calculation gives 0.3016 Ha. As for the spin multiplicity: 1.

2.
Below is C2H3NO2 in the gas phase in a non-equilibrium geometry, with properties calculated with wB97M-V/def2-TZVPD.

The geometry in XYZ format:
```
8
Properties=species:S:1:pos:R:3:forces:R:3:nbo_charge:R:1
H 0.340762 -1.924808 -0.301246 0.653 -1.373 0.548 0.347
H 0.671605 1.690673 1.575629 -0.510 0.578 0.028 0.501
N 0.421484 -1.112740 -0.864984 -0.572 1.747 -0.142 -0.277
O -0.102546 1.663871 0.971650 1.635 1.120 1.440 -0.620
O 1.174678 -0.205478 -0.032695 0.132 1.202 1.449 -0.380
H -1.717879 -0.241083 -1.165471 1.243 -0.500 0.895 0.223
C -0.812136 -0.433485 -0.524218 1.087 5.229 2.695 -0.353
C 0.024032 0.563049 0.341334 -3.669 -8.002 -6.913 0.559
```
Forces are in eV/Å.

The largest force on an atom is 11.19 eV/A. The lowest unoccupied orbital energy is 0.4518 eV. For the gap between HOMO and LUMO, the calculation gives 0.3052 Ha. As for the spin multiplicity: 1.

3.
Below is a molecular structure, C10H25BBeCaCl2F3KMgNNbO16P3S in a non-equilibrium geometry, with properties calculated with wB97M-V/def2-TZVPD.

The geometry in XYZ format:
```
67
Properties=species:S:1:pos:R:3:forces:R:3:nbo_charge:R:1
K 1.732161 3.137918 -3.800522 1.027 0.941 -0.801 0.753
O -2.188142 -3.799375 3.143929 0.057 -0.318 -0.327 -0.978
H -0.235172 2.677875 1.649413 0.180 -0.133 -0.428 0.220
O 3.705698 7.207704 -4.068459 0.008 -0.078 -0.012 -0.886
H 0.898215 1.318385 -3.296616 -0.683 -0.439 2.079 0.170
B 3.701743 -1.377240 -0.809833 -1.330 0.360 0.436 0.740
H -3.418192 4.873612 0.977187 -0.100 -0.106 -0.017 0.576
F -1.038806 -6.496278 2.601109 0.076 -0.551 -0.620 -0.537
F 0.524900 -5.076668 3.185644 -0.202 0.021 -0.598 -0.257
O -8.469908 -0.270156 -2.699942 -0.344 0.244 0.136 -0.812
O -5.404469 0.132628 -1.478277 -0.293 -0.119 -0.091 -0.314
O -7.897805 -2.538328 -1.806603 -0.178 -0.240 0.302 -0.818
P -8.711621 -1.269882 -1.574595 0.332 0.152 0.154 2.391
S -1.841766 -4.564353 4.312925 -1.126 0.472 0.155 2.372
O -3.245524 0.505456 -1.520573 0.026 -0.141 -0.503 -0.415
C -0.516523 -5.676912 3.675803 1.666 1.475 2.041 0.670
H 2.871660 3.594452 3.440418 -0.832 -0.747 -0.128 0.169
H 3.336789 -0.462104 2.795552 -0.274 -0.301 -0.445 0.294
H -3.129528 4.446944 2.514668 -0.023 -0.153 -0.005 0.582
O -2.831994 -5.540256 4.731106 0.202 -0.414 -0.391 -1.006
O -8.290420 -0.632341 -0.253497 0.443 0.085 -0.219 -0.837
H -1.183467 -1.953079 1.890506 0.169 0.243 -0.094 0.295
H -1.911639 4.459245 1.439454 0.019 -0.382 0.032 0.583
Cl 2.877581 -1.706682 -4.665469 0.082 -0.021 -0.104 -0.023
C -4.370967 0.542251 -0.964738 0.724 0.302 0.600 0.881
H -2.054214 -0.897840 0.750184 0.102 0.093 0.098 0.239
Nb 1.888366 -0.542769 0.416412 -2.238 -0.469 3.714 0.782
H 3.236427 7.784143 -4.725716 0.006 0.082 -0.018 0.533
H -0.043648 0.654633 -1.935537 -0.212 0.322 -0.039 0.288
O -4.300610 1.059503 0.182020 -0.421 0.105 0.084 -0.421
H 0.796253 -1.213577 -0.912656 0.385 0.382 -0.709 -0.320
H -1.165831 1.971537 0.230196 0.291 -0.154 0.038 0.228
C 3.382959 0.256882 1.964628 0.046 0.662 0.237 -0.963
C 1.117169 -1.878796 -4.682754 -0.079 -0.216 0.007 -0.387
C 2.837400 2.675377 2.897491 -0.386 1.015 0.900 -0.391
C 1.834055 -2.549883 1.422800 1.901 -3.830 0.033 0.541
P 2.129703 1.561813 -1.082379 1.186 0.291 -1.810 0.359
O -2.875828 4.322021 1.576165 -0.004 0.231 0.024 -0.748
O 0.853840 -3.233047 1.133882 -1.964 1.559 -1.330 -0.602
C -1.517708 -0.928955 1.702145 -0.196 0.096 0.267 -0.927
O 3.664924 -2.557174 -1.556517 0.807 -0.020 -0.479 -1.013
H 3.831401 -2.281997 -2.495231 -0.938 -0.538 -0.485 0.444
O -10.182698 -1.646301 -1.547891 -0.015 -0.167 -0.417 -0.790
H 4.690848 7.249430 -4.189427 0.050 0.020 0.018 0.541
N 5.047080 -0.748010 -0.938172 1.007 -1.119 -1.349 -1.350
O 2.712471 -2.934684 2.192354 1.230 1.667 0.517 -0.642
P -0.101922 0.254986 1.754722 -0.108 -0.286 -1.445 0.507
H 4.991404 0.220409 -1.237085 0.107 0.233 0.310 0.440
O 2.060256 3.035197 -0.191006 -0.854 -0.547 -0.023 -0.977
H 0.832673 -2.427124 -5.573479 0.051 0.099 -0.052 0.234
H 0.796918 -2.410675 -3.792112 0.084 0.187 0.108 0.252
H 0.007982 2.475750 -2.203007 0.241 -0.997 0.279 0.170
Ca -2.109925 -7.948831 1.600367 -0.446 0.264 0.100 1.591
H -2.210731 -0.683058 2.518759 0.062 0.023 -0.196 0.235
H -1.821770 1.944802 1.864435 0.144 -0.177 -0.190 0.205
O -1.180311 -3.851458 5.358836 0.365 -0.190 0.096 -0.929
Cl 0.329400 -0.295146 -4.715112 -0.289 -0.509 -0.616 -0.035
H 4.428082 0.251604 1.637220 -0.057 0.406 0.144 0.226
F -0.059604 -6.527311 4.588377 -0.584 -0.570 -0.327 -0.304
C -0.883592 1.865662 1.281814 -0.767 0.582 1.139 -0.965
C 0.587207 1.498354 -2.220871 -0.158 0.365 0.041 -0.963
H 3.445284 7.435239 -3.135001 0.035 0.040 0.047 0.520
H 1.671143 3.691967 -0.771998 0.049 0.287 0.062 0.442
Mg 4.181702 5.190806 3.259986 0.645 0.806 -0.150 0.044
Be 5.577801 -2.072887 -2.275640 -0.067 0.903 1.255 0.587
C 2.997245 1.546093 2.533691 1.285 -1.326 -1.141 0.067
H 5.615594 -0.849507 -0.103482 0.077 0.238 0.103 0.440
```
Forces are in eV/Å.

The total charge is +1. The largest force on an atom is 4.36 eV/A. The lowest unoccupied orbital energy is -5.6887 eV. For the gap between HOMO and LUMO, the calculation gives 0.0471 Ha. As for the spin multiplicity: 1.

4.
Below is a molecular structure, C12H27ClIInN2OP2 in a non-equilibrium geometry, with properties calculated with wB97M-V/def2-TZVPD.

The geometry in XYZ format:
```
47
Properties=species:S:1:pos:R:3:forces:R:3:nbo_charge:R:1
H -3.287527 1.380870 -1.626874 -0.002 -0.213 0.079 0.250
H 4.533424 0.031316 -1.488675 -0.136 0.003 0.102 0.262
H -2.307578 4.351997 1.276963 -0.012 -0.045 -0.208 0.238
H -3.364648 -0.174440 -2.426178 -0.283 -0.046 -0.375 0.230
H 4.352346 -1.605385 0.026458 -0.039 0.223 -0.188 0.297
H -3.860158 -2.648177 -0.496184 -0.014 -0.221 -0.438 0.221
In -1.204153 -3.124583 -2.076774 0.318 0.222 -0.276 1.103
H -0.461801 4.995361 3.283692 0.545 -0.944 0.334 0.442
H 2.911316 1.988356 1.053105 0.384 -0.428 0.147 0.315
H 2.912647 -2.440221 -0.635548 0.092 0.062 -0.069 0.269
H -3.301830 1.698283 0.867603 0.144 -0.208 -0.161 0.254
C 0.383863 3.126567 4.036985 0.107 -1.562 -0.040 -0.070
N -0.369118 2.013302 2.224056 -0.016 -0.475 0.259 -0.534
H 0.861276 0.533578 -2.529840 -0.761 -0.265 0.051 0.233
P -2.617535 -0.475546 -0.138153 -3.997 0.053 -0.280 0.950
O 1.314871 2.253202 0.087524 -0.397 -4.901 -1.717 -0.469
C 0.431517 1.186384 -1.764049 0.468 0.748 -0.148 -0.713
P 2.538147 -0.063894 -0.120499 3.975 1.320 -0.592 1.275
H -4.930502 -1.373655 0.194365 0.772 -0.164 -0.178 0.254
C -3.909036 -1.807208 0.174337 0.570 -0.043 0.648 -0.904
H -2.852500 0.503615 2.051618 -0.160 0.107 0.447 0.259
H 3.487533 1.348363 -1.982722 -0.241 -0.334 0.379 0.273
C 1.233497 1.121921 -0.497519 -1.254 6.823 0.256 0.310
H 3.207844 -0.282784 -2.572746 -0.245 -0.078 0.308 0.260
H -1.584325 3.067101 0.231448 -0.052 0.389 0.220 0.210
H -0.572059 0.998515 -1.387391 -0.384 -0.381 -0.791 0.240
H -4.663994 0.296470 -1.270941 0.656 -0.115 0.043 0.265
C -1.379860 3.881451 0.942439 0.194 -0.320 0.226 -0.653
C -0.652523 3.277795 2.107047 -0.643 0.577 -0.384 0.359
H -3.691292 -2.195086 1.168581 -0.139 -0.160 0.139 0.247
Cl 0.264853 -3.737690 -3.834204 -0.408 0.214 0.592 -0.559
H 3.130028 -2.209794 1.102304 0.149 0.160 -0.407 0.259
C 3.426565 1.023843 1.013569 0.458 -0.194 -0.090 -0.952
C 3.271557 -1.731880 0.112019 -0.293 -1.043 0.009 -0.916
C -3.387785 0.639762 1.120083 1.151 0.365 0.971 -0.910
H 0.466927 2.258457 -2.155681 -0.046 -1.476 0.678 0.285
H 0.610430 0.879632 3.654708 0.279 0.191 0.911 0.189
H 0.850098 3.436498 4.943317 0.073 0.107 0.382 0.240
H -0.766403 4.625771 0.437329 -0.021 0.073 -0.031 0.242
I 1.203722 -1.191001 1.894307 -2.064 -0.384 1.532 0.232
H -4.448588 0.379670 1.246465 0.432 -0.105 -0.215 0.259
H 4.408611 1.132551 0.550260 0.143 0.059 0.476 0.258
H 3.446176 0.579492 1.993982 0.447 0.002 0.339 0.254
N -0.240535 3.993608 3.193398 -0.511 0.486 -1.060 -0.510
C -3.580257 0.332052 -1.492783 0.745 0.248 -0.855 -0.931
C 3.486138 0.286672 -1.677478 0.155 0.278 -0.683 -0.984
C 0.277622 1.875391 3.436176 -0.136 1.397 -0.345 -0.126
```
Forces are in eV/Å.

The total charge is +2. The largest force on an atom is 6.94 eV/A. The lowest unoccupied orbital energy (alpha / beta) is -9.2872 / -10.5624 eV. For the gap between HOMO and LUMO (alpha / beta), the calculation gives 0.1514 / 0.1049 Ha. As for the spin multiplicity: 1.

5.
Below is a molecular structure, C21H25CoN5O5P, with properties calculated with wB97M-V/def2-TZVPD.

The geometry in XYZ format:
```
58
Properties=species:S:1:pos:R:3:forces:R:3:nbo_charge:R:1
C -0.524767 -6.054168 0.271797 -0.017 -0.014 -0.044 0.765
N 6.010470 0.766981 0.746667 0.001 -0.081 0.046 -0.230
H -1.612416 -0.470680 2.974310 0.006 0.038 0.022 0.192
H -3.271344 -0.443693 -0.086899 0.015 -0.058 0.059 0.236
N 1.521703 2.264895 1.050908 0.212 0.841 0.384 -0.608
N -1.258023 2.171905 0.434436 0.059 0.168 -0.050 -0.395
N 3.309730 -1.666001 1.273368 -0.001 -0.016 0.035 -0.751
C -1.169732 3.492699 0.546454 -0.026 0.043 -0.072 0.085
C 4.870395 0.754994 0.898218 -0.077 0.159 -0.122 0.231
H -4.566722 1.838118 -0.037987 0.005 0.001 -0.001 0.257
C -0.070625 -2.386589 -0.388912 -0.041 0.048 -0.069 -0.216
H 0.040555 -0.827173 3.532361 0.002 0.009 -0.037 0.211
C -3.532480 3.719112 0.231584 0.022 0.013 -0.010 -0.110
C -0.824413 -4.575598 0.269969 -0.030 -0.010 0.065 -0.131
C 2.277517 2.712239 -2.162357 0.026 0.008 0.019 -1.023
C -1.113716 -1.826617 0.342370 -0.006 -0.048 -0.008 0.170
H 0.929860 -0.544087 -3.681017 -0.008 0.013 -0.016 0.271
C 3.463430 0.713144 1.042268 0.038 -0.040 0.095 -0.545
H -0.641832 3.169931 -2.619226 -0.023 -0.002 -0.015 0.257
H -4.421876 4.329562 0.152059 0.000 -0.005 0.006 0.262
C -2.459565 1.595761 0.235825 -0.033 0.010 0.022 0.111
O 0.584290 0.772283 -1.102075 0.116 -0.146 -0.331 -1.074
H 1.949499 0.698178 -4.446340 0.002 -0.026 -0.009 0.277
C -0.723445 -0.058290 3.439132 0.111 -0.164 0.030 -0.249
H -2.808817 -2.190137 1.621438 -0.008 0.005 -0.023 0.226
C -1.873508 -4.009200 0.980718 0.004 -0.023 -0.040 -0.172
C -0.375772 2.272556 -3.180084 -0.047 0.008 0.034 -1.018
O 1.411245 -0.481379 1.171737 0.059 -0.174 0.002 -0.701
C -2.296723 4.301222 0.446955 -0.043 -0.019 -0.013 -0.204
H 3.211329 2.248362 -1.842054 -0.004 0.002 0.011 0.273
C 1.671510 0.233565 -3.499194 0.010 -0.030 -0.002 -1.010
N -1.256847 -0.403090 0.383840 0.000 0.089 0.011 -0.376
H -2.563261 -4.625729 1.543729 0.010 -0.002 0.011 0.237
C 0.069666 -3.758370 -0.417657 0.008 0.009 -0.016 -0.151
C 2.695751 -0.494031 1.170901 0.023 -0.083 -0.060 0.703
H 2.560030 -0.210442 -3.048723 -0.005 -0.016 -0.012 0.273
H -2.412484 -6.458228 0.314108 0.041 -0.001 -0.037 0.489
C -3.618394 2.333265 0.122255 -0.010 0.004 -0.014 -0.172
H -2.190649 5.372386 0.544588 0.003 -0.002 -0.003 0.264
H -1.228693 1.593653 -3.201633 0.018 -0.015 -0.034 0.263
H -0.978914 0.353577 4.411778 0.013 0.037 -0.010 0.223
C 2.573299 1.757348 1.049782 -0.108 -0.341 -0.218 0.584
H 4.314339 -1.726843 1.342165 0.000 0.022 0.023 0.437
H 2.450357 3.234247 -3.105157 0.012 -0.020 -0.002 0.280
P 1.017117 1.469081 -2.396794 -0.029 0.081 0.094 1.965
C -2.019989 -2.629485 1.022125 0.046 0.046 0.098 -0.248
H 0.878803 -4.222860 -0.965811 -0.004 -0.001 0.007 0.257
H 0.429119 1.531870 3.048675 0.037 0.000 -0.055 0.529
O -0.254607 1.021804 2.591977 -0.248 0.142 0.204 -0.681
H -0.184873 3.902597 0.718732 -0.015 -0.016 0.020 0.250
O -1.556742 -6.902367 0.358579 -0.033 0.002 0.065 -0.635
H 0.601471 -1.745952 -0.938948 0.044 0.029 0.030 0.236
H 2.764482 -2.507741 1.370872 -0.013 0.006 -0.044 0.430
O 0.602066 -6.444584 0.202628 0.013 0.008 -0.013 -0.523
H -0.124840 2.559490 -4.201663 0.002 0.024 0.006 0.280
H 1.957217 3.433580 -1.411946 0.001 0.029 -0.015 0.264
Co 0.163432 0.905125 0.701316 -0.141 -0.555 0.139 1.267
C -2.392632 0.139787 0.173852 0.012 0.016 -0.144 0.167
```
Forces are in eV/Å.

The total charge is +2. The largest force on an atom is 0.95 eV/A. The lowest unoccupied orbital energy (alpha / beta) is -7.5548 / -7.5554 eV. For the gap between HOMO and LUMO (alpha / beta), the calculation gives 0.2532 / 0.2532 Ha. As for the spin multiplicity: 1.